Molecular formula: C4H10N3
Method: DFT, wB97M-V/def2-TZVPD

XYZ file:
```
17
Properties=species:S:1:pos:R:3:mulliken_charge:R:1
C -0.5448 0.2398 -0.5567 -0.049
C -0.0120 -1.7442 -1.9121 -1.198
C 0.2626 2.3022 0.3553 -0.792
C -0.5993 -1.2416 -0.5902 -0.262
N 0.7810 -0.1579 3.2855 0.316
N 1.2168 -0.4305 2.2978 0.135
N 0.0937 0.8954 0.2972 -0.209
H -1.0814 0.7395 -1.3725 0.358
H -0.0321 -2.8292 -1.9344 0.322
H -0.5875 -1.3749 -2.7551 0.341
H 1.0196 -1.4165 -2.0247 0.358
H 0.0830 2.6465 1.3744 0.230
H -0.4109 2.8327 -0.3247 0.323
H 1.2940 2.5424 0.0910 0.312
H -0.0480 -1.6525 0.2579 0.141
H -1.6443 -1.5572 -0.5257 0.292
H 0.2096 0.2060 4.0369 0.383
```

Results
**Total charge**: +1
**2S+1**: 1
**HOMO level (alpha / beta)**: -13.32 / -13.32 eV

***

Molecular formula: C19H37ClNO4
Method: DFT, wB97M-V/def2-TZVPD

XYZ file:
```
62
Properties=species:S:1:pos:R:3:mulliken_charge:R:1
C 9.0741 1.6214 -0.3579 -1.002
C 8.3339 0.4534 0.2887 0.650
O 8.8693 -0.1191 1.1512 -0.466
O 7.0748 0.1265 -0.1151 -0.322
C 6.9483 -1.2550 -0.5212 -0.736
C 5.7987 -1.8920 0.2635 -0.701
C 4.4294 -1.2717 -0.1113 -0.576
C 3.5341 -0.9807 1.1167 -0.790
C 2.4857 0.1264 0.7629 -0.820
C 1.0455 -0.2312 1.2004 -1.238
C -0.0441 0.1334 0.1634 -0.134
N -1.1974 -0.8280 0.4305 -0.117
C -2.5196 -0.2824 0.0343 0.319
C -3.5709 -1.3991 -0.2114 -1.409
C -2.4707 0.6045 -1.2201 -1.056
C -1.5015 1.8051 -0.9811 -1.310
C -0.5938 1.5746 0.2741 0.263
C 0.5042 2.6855 0.2553 -0.754
C 0.5427 3.3449 1.6372 0.239
O -0.1823 4.1993 1.8643 -0.364
Cl 1.6361 2.7948 2.9332 -0.157
H 9.1040 2.4653 0.3373 0.283
H 8.6073 1.9365 -1.2963 0.286
H 10.0995 1.2891 -0.5279 0.327
H 7.8823 -1.8114 -0.4102 0.502
H 6.7052 -1.2403 -1.5946 0.295
H 5.8366 -2.9766 0.0964 0.464
H 6.0057 -1.7362 1.3302 0.321
H 3.9151 -1.9646 -0.7875 0.183
H 4.6446 -0.2998 -0.5730 0.425
H 3.0172 -1.8842 1.4680 0.342
H 4.1786 -0.6378 1.9332 0.458
H 2.7862 0.9939 1.3628 0.171
H 2.5769 0.4171 -0.2890 0.517
H 0.7687 0.1793 2.1808 0.515
H 1.0136 -1.3318 1.3010 0.567
H 0.2809 -0.0728 -0.8630 0.448
H -0.9942 -1.7620 0.0658 0.468
H -1.2182 -0.9280 1.4513 0.536
H -2.9156 0.3237 0.8537 0.186
H -3.5152 -1.7007 -1.2614 0.446
H -3.4136 -2.2252 0.4948 0.409
H -4.5817 -1.0027 -0.0001 0.270
H -3.4976 0.9487 -1.3673 0.436
H -2.1469 0.0306 -2.0958 0.397
H -0.8081 1.9068 -1.8285 0.453
H -2.0189 2.7667 -0.9027 0.414
H -1.1961 1.7468 1.1761 0.488
H 1.4781 2.3575 -0.1178 0.399
H 0.1580 3.4666 -0.4262 0.450
C -8.4101 0.0440 -1.6519 -1.307
C -7.8970 -1.0880 -0.7760 0.561
C -9.0433 -1.8915 -0.1840 -1.359
O -7.0893 -0.5526 0.2791 -0.535
H -9.0200 0.7384 -1.0678 0.340
H -7.5781 0.6183 -2.0639 0.295
H -9.0126 -0.3370 -2.4774 0.379
H -7.2538 -1.7451 -1.3647 0.255
H -9.6733 -1.2586 0.4469 0.351
H -8.6621 -2.6946 0.4485 0.338
H -9.6644 -2.3293 -0.9665 0.375
H -7.6447 0.0310 0.8100 0.329
```

Results
**Total charge**: +1
**2S+1**: 1
**HOMO level**: -11.98 eV

***

Molecular formula: C3H6O2
Method: DFT, wB97M-V/def2-TZVPD

XYZ file:
```
11
Properties=species:S:1:pos:R:3:mulliken_charge:R:1
C 1.8656 -0.0521 0.5926 -0.555
O 0.5284 0.1490 0.2358 -0.181
C -1.9746 0.1195 -0.0001 -0.528
C -1.2056 -0.1377 -1.0476 -0.063
O 0.0221 -0.7347 -0.8395 -0.237
H 1.9866 0.7684 1.3104 0.241
H 2.0477 -1.0020 1.1101 0.251
H 2.5753 0.1063 -0.2273 0.241
H -2.7850 0.8341 -0.0401 0.247
H -1.6786 -0.2912 0.9596 0.248
H -1.3819 0.2405 -2.0539 0.336
```

Results
**2S+1**: 1
**Structure (SMILES)**: C=COOC
**HOMO level**: -9.22 eV

***

Molecular formula: C6H4F6N2O
Method: DFT, wB97M-V/def2-TZVPD

XYZ file:
```
19
Properties=species:S:1:pos:R:3:mulliken_charge:R:1
C -2.6605 0.8259 -0.4867 -0.470
C -1.3847 1.1397 -0.1854 -0.377
C -1.5184 -0.9242 -0.8564 0.108
C 0.6845 -0.1621 0.1010 -0.016
C 1.6038 -1.3133 -0.3091 0.736
C 1.4413 1.0865 0.3544 1.008
N -2.7333 -0.5073 -0.8639 -0.596
N -0.6244 0.0356 -0.4586 0.221
O 0.1391 -0.9565 1.6467 -0.515
F 2.5835 -1.4633 0.5526 -0.232
F 2.2238 -1.1700 -1.5693 -0.282
F 0.9072 -2.4796 -0.3463 -0.231
F 1.0478 2.0959 -0.4796 -0.260
F 1.0602 1.6515 1.5657 -0.273
F 2.6902 0.9767 0.3257 -0.231
H -3.5857 1.4288 -0.3178 0.347
H -0.9626 2.0950 0.0157 0.436
H -1.2819 -2.0395 -1.0373 0.320
H 0.3702 -0.3197 2.3485 0.306
```

Results
**2S+1**: 1
**HOMO level**: -9.59 eV

***

Molecular formula: C3H14O4
Method: DFT, wB97M-V/def2-TZVPD

XYZ file:
```
21
Properties=species:S:1:pos:R:3:mulliken_charge:R:1
C 0.5283 0.3739 1.6284 -1.217
C -0.2497 1.6413 1.3142 0.642
C 0.4793 2.9617 1.5836 -1.374
O -0.6638 1.5368 -0.0545 -0.467
H 1.1140 0.5577 2.5283 0.353
H -0.1673 -0.4399 1.8326 0.285
H 1.1185 0.1509 0.7448 0.312
H -1.1646 1.7061 1.9262 0.145
H 1.4815 2.9702 1.1556 0.319
H -0.1043 3.7509 1.0962 0.405
H 0.5629 3.1256 2.6499 0.369
H -0.8669 2.4307 -0.3907 0.235
H -2.2292 -5.9922 0.1709 0.318
H -1.9434 -6.4442 1.6011 0.320
O -1.5475 -6.3877 0.7235 -0.637
H 1.5751 1.6016 -3.0100 0.312
H 0.2903 2.4022 -3.1721 0.300
O 1.0779 2.3348 -2.6236 -0.610
H -0.2823 -1.0826 -1.4927 0.319
H 0.2212 -1.9222 -2.6725 0.295
O 0.5007 -1.5238 -1.8419 -0.623
```

Results
**2S+1**: 1
**Structure (SMILES)**: CC(C)O.O.O.O
**HOMO level**: -9.91 eV

***

Molecular formula: C5H6O2
Method: DFT, wB97M-V/def2-TZVPD

XYZ file:
```
13
Properties=species:S:1:pos:R:3:mulliken_charge:R:1
C 0.4688 1.9064 0.8607 -1.057
O 0.0719 -2.3471 1.0829 -0.451
C -0.1897 -2.1602 -0.0772 -0.110
C -0.8021 -0.8897 -0.6212 0.252
O -1.1098 0.0205 0.4584 -0.410
C -0.0180 0.7657 0.0465 0.551
C 0.3038 0.0555 -1.0435 -0.675
H 1.5414 2.0228 0.7230 0.308
H 0.2648 1.6964 1.9099 0.302
H 0.0748 -2.9017 -0.8572 0.324
H -1.6602 -1.0572 -1.2832 0.339
H -0.0243 2.8416 0.5953 0.268
H 1.0787 0.0469 -1.7946 0.358
```

Results
**2S+1**: 1
**HOMO level**: -8.99 eV

***

| no. | calculated total energy (eV) |
| --- | --- |
| 1 | -8770.4687 |
| 2 | -42499.3326 |
| 3 | -7298.8121 |
| 4 | -27617.3174 |
| 5 | -11527.6864 |
| 6 | -9374.8836 |